Record 1
Density functional theory data (ωB97M-V/def2-TZVPD) for a molecular structure, C19H28ClMgO2.

Values from the calculation:
HOMO energy (alpha / beta) = -2.5 / -2.0 eV

The geometry in ORCA input format:
```
! RIJCOSX wB97M-V def2-TZVPD def2/J DEFGRID3
* xyz -1 1
O 0.57 0.93 0.15
C 1.52 1.14 -0.94
C 0.60 2.17 -1.60
H 1.66 0.22 -1.54
H 2.47 1.52 -0.53
C -0.44 1.76 -0.51
H 0.31 1.96 -2.63
H 0.93 3.21 -1.45
C -1.64 0.97 -0.98
H -1.44 0.02 -1.49
H -2.21 1.61 -1.68
H -2.28 0.71 -0.12
C -0.98 2.78 0.43
H -0.24 3.54 0.67
H -1.33 2.30 1.36
H -1.85 3.25 -0.05
Mg -1.25 -2.93 -1.24
C 1.39 2.04 4.26
C 1.92 0.78 3.86
C 2.35 0.90 2.51
H 2.02 -0.10 4.47
C 2.19 2.26 2.11
C 1.61 2.97 3.20
H 1.41 4.04 3.21
H 0.89 2.27 5.20
H 2.74 0.10 1.88
H 2.51 2.70 1.16
C -0.89 -1.72 3.02
C -1.27 -0.46 2.47
C -2.60 -0.56 2.01
H -0.63 0.41 2.38
C -3.01 -1.92 2.12
C -1.98 -2.62 2.83
H -2.03 -3.66 3.14
H 0.05 -1.95 3.53
H -3.23 0.26 1.65
H -3.93 -2.34 1.69
O -0.34 -1.79 -2.22
C -0.51 -0.88 -3.39
C 0.33 -1.54 -4.48
H -0.14 0.12 -3.10
H -1.58 -0.86 -3.61
C 1.28 -2.57 -3.80
H 0.86 -0.81 -5.10
H -0.39 -2.09 -5.11
C 1.04 -2.53 -2.30
H 2.33 -2.40 -4.03
H 1.00 -3.56 -4.15
H 1.73 -1.94 -1.69
H 0.91 -3.53 -1.85
Cl -0.41 -4.21 0.31
*
```


Record 2
Density functional theory data (ωB97M-V/def2-TZVPD) for a molecular structure, C19H28GaNO2P2.

Values from the calculation:
HOMO energy (alpha / beta) = -13.8 / -13.0 eV

The geometry in ORCA input format:
```
! RIJCOSX wB97M-V def2-TZVPD def2/J DEFGRID3
* xyz 2 1
Ga 0.04 -1.18 0.36
P -2.24 0.88 0.06
C -2.76 -0.76 -0.61
C -1.91 -1.23 -1.76
N -0.58 -1.44 -1.55
C 0.24 -1.95 -2.49
C -0.29 -2.32 -3.71
C -1.65 -2.19 -3.94
C -2.49 -1.65 -2.96
C 1.70 -2.10 -2.14
P 2.04 -2.09 -0.33
H -3.56 -1.50 -3.10
H 0.41 -2.74 -4.44
H -2.07 -2.52 -4.88
H 2.09 -3.04 -2.53
H 2.29 -1.29 -2.59
H -2.53 -1.54 0.32
H -3.82 -0.68 -0.86
H -0.58 -2.59 2.75
O -1.58 -2.21 0.79
H -1.45 -3.19 0.65
H 0.60 -1.51 1.88
O 0.21 -2.37 3.07
H -0.05 -1.68 3.77
C 2.24 -3.80 0.15
H 3.09 -4.23 -0.38
H 2.41 -3.86 1.23
H 1.35 -4.38 -0.10
C 3.59 -1.17 -0.02
H 3.84 -1.25 1.06
H 4.41 -1.62 -0.63
H 3.45 -0.10 -0.30
C -2.38 2.18 -1.17
H -3.39 2.63 -1.10
H -1.60 2.93 -0.96
H -2.23 1.75 -2.18
C -3.26 1.26 1.51
H -2.69 1.97 2.14
H -4.21 1.71 1.17
H -3.45 0.33 2.08
C -0.52 0.65 0.61
C 0.31 1.55 1.02
C 0.87 2.76 1.39
C 2.25 2.86 1.73
C 2.81 4.08 2.10
C 2.03 5.25 2.13
C 0.67 5.17 1.81
C 0.09 3.96 1.44
H 2.86 1.96 1.71
H 3.87 4.14 2.36
H 2.47 6.21 2.42
H 0.05 6.08 1.83
H -0.98 3.90 1.20
*
```


Record 3
Density functional theory data (ωB97M-V/def2-TZVPD) for a molecular structure, C19H28IrN5PS4.

Values from the calculation:
HOMO energy = -9.2 eV

The geometry in ORCA input format:
```
! RIJCOSX wB97M-V def2-TZVPD def2/J DEFGRID3
* xyz 1 1
Ir -0.34 -0.24 -0.16
C 1.73 -0.67 3.98
C 1.42 -0.66 2.50
S -0.32 -0.65 2.13
C 2.35 -0.66 1.54
C 3.83 -0.63 1.83
S 1.96 -0.70 -0.18
H 0.82 -0.62 4.57
H 2.36 0.18 4.26
H 2.26 -1.58 4.27
H 4.05 -1.07 2.80
H 4.21 0.39 1.83
H 4.38 -1.18 1.07
N -0.37 -1.92 -3.33
C -0.31 -0.56 -3.34
N -0.20 0.17 -2.26
C -0.13 1.52 -2.56
C -0.26 1.81 -3.87
S -0.42 0.36 -4.79
C 0.11 2.40 -1.42
C 0.41 3.71 -1.43
S 0.64 4.27 0.18
C 0.31 2.68 0.79
N 0.07 1.80 -0.16
N 0.26 2.44 2.10
H 0.10 -2.35 -2.54
H -0.22 -2.40 -4.20
H -0.24 2.78 -4.35
H 0.52 4.36 -2.28
H 0.60 3.13 2.75
H 0.08 1.48 2.41
C -3.02 1.67 1.05
P -2.62 0.31 -0.08
C -3.34 0.87 -1.66
C -3.77 -1.00 0.46
H -4.09 1.89 1.01
H -2.46 2.56 0.77
H -2.75 1.39 2.07
H -4.40 1.12 -1.53
H -3.25 0.09 -2.41
H -2.81 1.75 -2.01
H -4.79 -0.60 0.50
H -3.49 -1.34 1.46
H -3.76 -1.85 -0.22
N -0.85 -2.36 -0.19
C 0.05 -3.44 0.16
C -0.19 -4.12 1.34
C 0.62 -5.19 1.71
C 1.67 -5.58 0.88
C 1.91 -4.89 -0.29
C 1.11 -3.81 -0.65
H -1.60 -2.38 0.49
H -1.29 -2.54 -1.09
H -1.00 -3.81 1.99
H 0.43 -5.72 2.63
H 2.30 -6.41 1.16
H 2.74 -5.17 -0.93
H 1.38 -3.25 -1.54
*
```


Record 4
Density functional theory data (ωB97M-V/def2-TZVPD) for a molecular structure, C19H28IrN5PS4.

Values from the calculation:
HOMO energy (alpha / beta) = -9.1 / -10.8 eV

The geometry in ORCA input format:
```
! RIJCOSX wB97M-V def2-TZVPD def2/J DEFGRID3
* xyz 1 5
Ir 0.30 0.35 0.32
C 3.05 -0.82 -3.58
C 2.40 -0.12 -2.41
S 1.15 -0.94 -1.60
C 2.81 1.18 -2.06
C 3.90 1.84 -2.86
S 2.10 2.04 -0.80
H 2.59 -1.80 -3.75
H 4.12 -0.96 -3.39
H 2.95 -0.23 -4.49
H 4.82 1.24 -2.86
H 4.13 2.83 -2.47
H 3.60 1.95 -3.91
N -2.16 2.38 2.18
C -2.36 1.05 2.25
N -1.54 0.14 1.76
C -1.92 -1.14 2.15
C -3.06 -1.20 2.86
S -3.69 0.38 3.11
C -0.99 -2.25 1.88
C -1.14 -3.54 2.24
S 0.28 -4.42 1.84
C 1.00 -2.98 1.20
N 0.22 -1.93 1.27
N 2.27 -2.96 0.71
H -1.49 2.72 1.51
H -2.92 3.01 2.38
H -3.55 -2.07 3.28
H -1.97 -4.01 2.73
H 2.69 -3.85 0.49
H 2.44 -2.23 0.04
C 3.49 0.37 2.03
P 1.75 0.84 2.19
C 1.81 2.60 2.66
C 1.26 0.02 3.74
H 4.05 0.67 2.92
H 3.93 0.85 1.15
H 3.56 -0.71 1.92
H 2.49 2.75 3.50
H 0.80 2.92 2.95
H 2.14 3.20 1.82
H 1.92 0.33 4.56
H 1.33 -1.06 3.61
H 0.23 0.28 3.99
N -1.14 1.61 -1.30
C -1.75 2.89 -1.06
C -3.14 2.99 -1.07
C -3.75 4.18 -0.73
C -2.99 5.29 -0.39
C -1.61 5.20 -0.41
C -0.98 4.00 -0.73
H -1.85 0.95 -1.61
H -0.43 1.66 -2.01
H -3.74 2.12 -1.33
H -4.84 4.25 -0.75
H -3.48 6.23 -0.14
H -1.00 6.06 -0.16
H 0.10 3.93 -0.74
*
```


Record 5
Density functional theory data (ωB97M-V/def2-TZVPD) for a gas-phase ion, C19H28N2 (charge +2).

Values from the calculation:
HOMO energy = -16.5 eV

The geometry in ORCA input format:
```
! RIJCOSX wB97M-V def2-TZVPD def2/J DEFGRID3
* xyz 2 1
C 6.36 -2.46 0.08
C 7.02 -1.29 -0.64
C 6.03 -0.40 -1.40
C 5.52 0.81 -0.58
N 4.05 0.74 -0.39
C 3.52 0.06 0.64
C 2.15 -0.05 0.79
C 1.29 0.54 -0.12
C -0.18 0.43 0.02
C -0.74 -0.73 0.54
C -2.12 -0.84 0.65
N -2.94 0.15 0.27
C -4.41 -0.07 0.39
C -4.90 -0.66 -0.95
C -5.15 1.20 0.75
C -6.66 1.01 0.87
C -7.10 -0.16 1.77
C -2.41 1.28 -0.22
C -1.05 1.44 -0.37
C 1.86 1.26 -1.17
C 3.24 1.34 -1.28
H 5.89 -3.12 -0.64
H 7.10 -3.03 0.62
H 5.62 -2.14 0.81
H 7.64 -0.70 0.03
H 7.71 -1.71 -1.37
H 5.18 -1.02 -1.68
H 6.48 -0.06 -2.33
H 5.74 1.71 -1.13
H 5.99 0.87 0.39
H 4.20 -0.39 1.34
H 1.79 -0.59 1.65
H -0.15 -1.58 0.86
H -2.57 -1.73 1.04
H -4.55 -0.83 1.14
H -4.17 -1.36 -1.33
H -4.98 0.14 -1.68
H -5.85 -1.16 -0.82
H -4.99 1.91 -0.07
H -4.74 1.65 1.65
H -7.10 0.87 -0.12
H -7.10 1.91 1.27
H -6.60 -1.10 1.55
H -8.16 -0.33 1.64
H -6.96 0.11 2.81
H -3.07 2.07 -0.52
H -0.67 2.37 -0.76
H 1.25 1.75 -1.91
H 3.70 1.88 -2.08
*
```


Record 6
Density functional theory data (ωB97M-V/def2-TZVPD) for a molecular structure, C19H28N2O.

Values from the calculation:
HOMO energy = -7.7 eV

The geometry in ORCA input format:
```
! RIJCOSX wB97M-V def2-TZVPD def2/J DEFGRID3
* xyz 0 1
O 3.11 -1.27 2.59
C 2.53 -0.93 1.42
N 1.13 -1.17 1.19
H 0.90 -0.90 0.34
C 0.57 -1.84 2.06
C -0.76 -0.96 2.55
N -1.68 -0.86 1.57
C -1.49 -0.18 0.24
H -1.01 -0.69 -0.57
C -2.75 0.67 -0.25
C -2.50 1.48 -1.18
C -1.94 2.70 -0.93
C -1.32 3.78 -2.06
C -1.53 3.34 -3.20
C -1.82 2.00 -3.68
C -2.27 1.26 -2.48
H -2.53 0.35 -2.90
H -1.78 1.81 -4.55
H -1.22 4.00 -4.08
H -1.19 4.77 -1.52
H -1.92 3.11 0.05
H -3.29 1.12 0.84
H -3.57 -0.13 -0.53
H -0.86 0.74 0.86
C -2.30 -2.55 0.87
C -1.06 -3.15 0.57
C 0.15 -3.16 1.72
H 0.74 -3.89 1.48
H -0.41 -3.73 2.74
H -0.50 -2.70 -0.24
H -1.44 -4.27 0.35
H -2.84 -2.32 0.10
H -2.76 -2.76 1.87
H -0.44 0.05 2.72
H -1.29 -1.42 3.38
H 0.80 -1.98 3.22
C 3.40 -0.42 0.26
H 4.36 -0.56 0.69
C 2.81 -0.50 -0.98
H 2.21 -1.47 -0.97
H 3.68 -0.33 -1.66
C 1.98 0.82 -1.01
C 2.18 1.63 0.04
C 3.52 1.24 0.66
H 4.26 1.50 0.19
H 3.38 1.55 1.59
H 1.29 1.61 0.58
H 2.17 2.89 -0.35
H 2.33 1.24 -2.22
H 0.97 0.47 -1.41
*
```


Record 7
Density functional theory data (ωB97M-V/def2-TZVPD) for a single C19H28N2O4 molecule.

Values from the calculation:
SMILES = Cc1ccc2c(c1)N(CCC(=O)NCCCOC(C)C)C(=O)[C@H](C)O2
HOMO energy = -8.2 eV

The geometry in ORCA input format:
```
! RIJCOSX wB97M-V def2-TZVPD def2/J DEFGRID3
* xyz 0 1
C 1.24 0.50 -3.39
C 0.45 0.95 -2.19
C 0.74 2.14 -1.54
C -0.01 2.52 -0.44
C -1.04 1.72 0.02
C -1.34 0.51 -0.62
C -0.59 0.15 -1.73
N -2.38 -0.28 -0.10
C -2.60 -1.65 -0.52
C -1.80 -2.66 0.31
C -0.38 -2.83 -0.21
O -0.12 -2.86 -1.40
N 0.55 -3.00 0.74
C 1.95 -3.23 0.46
C 2.85 -2.18 1.10
C 2.63 -0.79 0.52
O 3.49 0.09 1.21
C 3.41 1.45 0.82
C 3.99 2.28 1.96
C 4.17 1.72 -0.48
C -3.20 0.19 0.87
O -4.04 -0.50 1.42
C -3.07 1.68 1.19
C -3.97 2.46 0.22
O -1.73 2.13 1.14
H 0.67 0.70 -4.30
H 2.18 1.03 -3.45
H 1.43 -0.57 -3.34
H 1.54 2.77 -1.89
H 0.20 3.44 0.09
H -0.77 -0.78 -2.23
H -2.36 -1.77 -1.57
H -3.67 -1.84 -0.36
H -1.80 -2.36 1.36
H -2.28 -3.63 0.24
H 0.29 -2.95 1.72
H 2.05 -3.21 -0.63
H 2.24 -4.23 0.82
H 2.66 -2.14 2.18
H 3.89 -2.45 0.96
H 2.85 -0.80 -0.56
H 1.58 -0.47 0.65
H 2.35 1.72 0.67
H 3.93 3.34 1.73
H 3.44 2.08 2.88
H 5.03 2.00 2.12
H 3.74 1.15 -1.31
H 5.21 1.42 -0.37
H 4.13 2.77 -0.73
H -3.39 1.84 2.22
H -4.99 2.12 0.32
H -3.92 3.52 0.45
H -3.64 2.30 -0.81
*
```


Record 8
Density functional theory data (ωB97M-V/def2-TZVPD) for a molecular structure, C19H29BF5N8OSiTeTi.

Values from the calculation:
HOMO energy (alpha / beta) = -7.6 / -9.0 eV

The geometry in ORCA input format:
```
! RIJCOSX wB97M-V def2-TZVPD def2/J DEFGRID3
* xyz 0 4
Ti 0.11 0.09 0.01
C 2.87 -2.86 -1.29
C 1.58 -2.93 -0.54
C 1.14 -3.95 0.33
C -0.12 -3.60 0.70
N -0.43 -2.44 0.06
N 0.65 -2.00 -0.67
B -1.68 -1.67 -0.03
N -1.37 1.43 -0.06
C -2.28 2.30 0.33
C -1.77 3.59 0.19
C -0.47 3.41 -0.28
C 0.54 4.47 -0.59
N -0.24 2.09 -0.43
N -1.90 -1.01 -1.35
C -2.94 -1.05 -2.21
C -2.55 -0.42 -3.36
C -1.22 0.00 -3.12
C -0.29 0.71 -4.05
N -0.85 -0.36 -1.91
N -2.69 -1.77 0.97
C -3.85 -1.03 1.07
C -4.30 -1.15 2.34
C -3.35 -2.02 2.99
C -3.34 -2.45 4.42
N -2.41 -2.39 2.16
H 3.70 -2.68 -0.60
H 2.83 -2.07 -2.02
H 3.05 -3.81 -1.79
H 1.69 -4.82 0.65
H -0.83 -4.07 1.36
H -3.25 1.99 0.68
H -2.24 4.52 0.43
H 1.55 4.14 -0.34
H 0.31 5.36 0.00
H 0.52 4.75 -1.64
H -3.87 -1.53 -1.97
H -3.13 -0.27 -4.26
H -0.68 0.71 -5.06
H 0.69 0.22 -4.04
H -0.15 1.75 -3.74
H -4.23 -0.47 0.23
H -5.17 -0.69 2.78
H -4.14 -3.15 4.63
H -3.47 -1.58 5.06
H -2.38 -2.91 4.65
F 2.09 -0.74 1.20
Te 1.08 0.23 2.84
F 1.04 -1.54 3.49
F 0.27 2.05 2.49
F 2.94 -0.01 3.59
F -0.05 0.42 4.34
O -0.31 -0.29 1.71
C 2.98 2.13 0.81
Si 2.68 1.07 -0.72
C 2.53 2.12 -2.28
C 4.30 0.16 -0.91
H 3.32 1.48 1.62
H 2.12 2.69 1.15
H 3.79 2.83 0.59
H 3.31 2.89 -2.23
H 1.57 2.61 -2.39
H 2.72 1.51 -3.16
H 5.09 0.93 -0.92
H 4.39 -0.41 -1.83
H 4.49 -0.50 -0.06
*
```


Total energy across the listed records, respectively: -42215.0224 -96677.8071 -83076.1335 -83072.1812 -23123.1717 -25166.2565 -31328.9825 -86693.8254 eV.